Run 1
Below is 2 unconnected molecules or ions with the total composition C5H14NO2, with properties calculated with the ωB97M-V functional and the def2-TZVPD basis.

Geometry (Å):
C (0.283, -2.369, 0.996)
O (0.697, -1.085, 1.404)
C (-0.986, -2.276, 0.002)
C (-0.960, -1.152, -1.041)
C (-0.281, 0.172, -0.825)
C (-0.969, 1.290, -0.903)
N (-0.341, 2.607, -0.678)
H (1.039, -2.957, 0.472)
H (-0.044, -2.983, 1.833)
H (0.517, -1.025, 2.341)
H (-1.134, -3.310, -0.291)
H (-1.681, -2.091, 0.827)
H (-0.688, -1.613, -1.994)
H (-2.018, -0.874, -1.151)
H (0.746, 0.000, -0.543)
H (-1.987, 1.367, -1.249)
H (-0.944, 3.223, -0.128)
H (-0.149, 3.105, -1.542)
H (0.571, 2.562, -0.137)
H (2.066, 2.244, 1.565)
H (2.738, 1.708, 0.223)
O (1.954, 2.091, 0.630)

Computed properties:
HOMO level: -13.020 eV
HOMO-LUMO gap: 9.8817 eV
net charge: +1
E_LUMO: -3.139 eV

=====

Run 2
Below is 2 unconnected molecules or ions with the total composition C5H14NO2, with properties calculated with the ωB97M-V functional and the def2-TZVPD basis.

Geometry (Å):
C (0.888, 0.090, -0.656)
O (0.416, 0.848, -1.803)
C (-0.419, -0.254, 0.097)
C (-0.102, -0.865, 1.560)
C (0.773, -0.005, 2.407)
C (2.079, 0.098, 2.463)
N (-1.405, 0.885, -0.010)
H (1.503, -0.802, -0.941)
H (1.582, 0.697, 0.012)
H (0.230, 0.285, -2.589)
H (-0.899, -1.243, -0.270)
H (0.354, -1.949, 1.506)
H (-0.934, -1.044, 2.143)
H (0.276, 0.313, 3.377)
H (2.708, -0.175, 1.538)
H (2.711, 0.447, 3.245)
H (-1.630, 1.189, 0.958)
H (-1.083, 1.570, -0.599)
H (-2.301, 0.611, -0.429)
H (-1.558, -0.859, -4.413)
H (-1.946, 0.148, -3.507)
O (-1.242, 0.015, -4.090)

Computed properties:
HOMO level: -13.560 eV
HOMO-LUMO gap: 9.8569 eV
net charge: +1
E_LUMO: -3.703 eV

=====

Most stable structure: run 1

=====

Run 1
Below is a gas-phase ion, C4H7N2 (charge +1), with properties calculated with the ωB97M-V functional and the def2-TZVPD basis.

Geometry (Å):
C (-0.525, 1.206, -0.079)
C (0.712, 0.490, 0.473)
C (0.046, -0.776, 0.492)
C (-1.278, -0.118, -0.019)
N (-2.487, -0.274, -0.054)
N (1.112, -0.645, -0.500)
H (-0.820, 2.069, 0.662)
H (-0.348, 1.633, -1.131)
H (1.484, 0.830, 0.988)
H (0.100, -1.485, 1.322)
H (-2.820, -1.249, 0.153)
H (0.743, -0.757, -1.406)
H (1.909, -1.152, -0.308)

Computed properties:
multiplicity: 3
HOMO level (alpha / beta): -10.240 / -15.991 eV
HOMO-LUMO gap (alpha / beta): 7.1429 / 8.5159 eV
net charge: +1
<S²>: 2.007
E_LUMO (alpha / beta): -3.097 / -7.475 eV

=====

Run 2
Below is a gas-phase ion, C4H7N2 (charge +1), with properties calculated with the ωB97M-V functional and the def2-TZVPD basis.

Geometry (Å):
C (-0.675, 0.664, -1.122)
C (-1.163, 0.442, 0.274)
C (0.760, -0.999, 0.277)
C (0.351, -0.485, -1.090)
N (1.602, -0.317, -0.647)
N (-0.109, -0.050, 1.264)
H (-1.556, 0.516, -1.783)
H (-0.038, 1.573, -1.364)
H (-2.280, 0.122, 0.442)
H (1.192, -1.918, 0.661)
H (2.157, 0.506, -0.620)
H (0.405, 0.671, 1.684)
H (-0.646, -0.725, 2.023)

Computed properties:
multiplicity: 3
HOMO level (alpha / beta): -12.126 / -15.798 eV
HOMO-LUMO gap (alpha / beta): 8.4156 / 10.4008 eV
net charge: +1
<S²>: 2.008
E_LUMO (alpha / beta): -3.710 / -5.397 eV

=====

Most stable structure: run 2

=====

Run 1
Below is C24H28N2O3 in the gas phase, with properties calculated with the ωB97M-V functional and the def2-TZVPD basis.

Geometry (Å):
C (-5.931, -0.613, -2.044)
C (-5.564, -1.545, -0.894)
O (-4.189, -1.482, -0.560)
C (-3.619, -0.325, -0.112)
C (-2.257, -0.227, -0.375)
C (-1.488, 0.847, 0.044)
C (0.001, 0.927, -0.197)
C (0.421, 0.496, -1.618)
C (1.673, -0.354, -1.422)
C (2.969, 0.461, -1.346)
N (3.738, -0.154, -0.279)
C (5.095, 0.150, -0.102)
C (5.648, 1.272, -0.720)
C (6.991, 1.565, -0.566)
C (7.804, 0.752, 0.203)
C (7.259, -0.360, 0.821)
C (5.919, -0.665, 0.672)
C (2.977, -0.945, 0.527)
O (3.344, -1.566, 1.497)
C (1.541, -0.907, -0.007)
C (0.801, -2.241, 0.213)
C (-0.135, -1.985, 1.402)
C (0.205, -0.550, 1.855)
N (0.815, 0.122, 0.728)
C (-2.127, 1.863, 0.738)
C (-3.480, 1.790, 1.016)
C (-4.246, 0.702, 0.618)
O (-5.582, 0.577, 0.907)
C (-6.225, 1.618, 1.599)
H (-6.966, -0.776, -2.330)
H (-5.291, -0.807, -2.903)
H (-5.809, 0.425, -1.747)
H (-5.707, -2.587, -1.194)
H (-6.190, -1.337, -0.022)
H (-1.825, -1.048, -0.926)
H (0.299, 1.974, -0.030)
H (0.610, 1.358, -2.258)
H (-0.363, -0.097, -2.085)
H (1.762, -1.146, -2.167)
H (3.534, 0.430, -2.282)
H (2.744, 1.504, -1.096)
H (5.035, 1.930, -1.316)
H (7.400, 2.438, -1.052)
H (8.852, 0.985, 0.320)
H (7.882, -1.003, 1.425)
H (5.505, -1.530, 1.160)
H (1.520, -3.029, 0.435)
H (0.247, -2.520, -0.684)
H (-1.180, -2.052, 1.102)
H (0.038, -2.694, 2.209)
H (0.958, -0.586, 2.649)
H (-0.663, -0.001, 2.217)
H (-1.566, 2.721, 1.077)
H (-3.936, 2.596, 1.568)
H (-7.265, 1.306, 1.690)
H (-5.802, 1.759, 2.599)
H (-6.179, 2.562, 1.045)

Computed properties:
HOMO level: -8.155 eV
HOMO-LUMO gap: 8.8746 eV
structure (SMILES): CCOc1cc([C@@H]2C[C@H]3CN(c4ccccc4)C(=O)[C@]34CCCN24)ccc1OC
net charge: 0
E_LUMO: 0.720 eV

=====

Run 2
Below is C24H28N2O3 in the gas phase, with properties calculated with the ωB97M-V functional and the def2-TZVPD basis.

Geometry (Å):
O (-0.794, 0.949, -2.146)
C (0.161, 0.533, -1.518)
C (0.028, 0.286, 0.000)
C (0.161, -1.197, 0.394)
C (0.987, -1.394, 1.635)
C (0.729, -0.654, 2.784)
C (1.490, -0.834, 3.925)
C (2.521, -1.758, 3.935)
C (2.784, -2.502, 2.798)
C (2.023, -2.319, 1.657)
N (-1.253, 0.845, 0.388)
C (-2.477, 0.331, -0.009)
O (-2.655, -0.758, -0.484)
C (-3.540, 1.345, 0.360)
C (-2.784, 2.502, 1.016)
C (-1.329, 2.103, 0.949)
O (-0.375, 2.729, 1.336)
C (-3.333, 2.502, 2.470)
C (-4.773, 2.934, 2.335)
C (-5.436, 1.938, 1.761)
C (-4.452, 0.824, 1.504)
C (-3.523, 1.000, 2.712)
N (1.364, 0.314, -2.085)
C (2.576, -0.087, -1.410)
C (3.138, -1.424, -1.913)
C (3.774, -1.328, -3.300)
C (2.792, -1.489, -4.466)
C (1.430, -0.814, -4.277)
C (1.475, 0.516, -3.520)
H (0.773, 0.900, 0.523)
H (-0.841, -1.601, 0.554)
H (0.592, -1.761, -0.432)
H (-0.070, 0.073, 2.788)
H (1.277, -0.250, 4.808)
H (3.115, -1.898, 4.826)
H (3.586, -3.225, 2.798)
H (2.233, -2.905, 0.774)
H (-4.115, 1.607, -0.528)
H (-2.915, 3.475, 0.543)
H (-2.716, 3.057, 3.171)
H (-5.135, 3.906, 2.611)
H (-6.466, 1.910, 1.459)
H (-4.863, -0.165, 1.319)
H (-4.024, 0.792, 3.656)
H (-2.606, 0.416, 2.654)
H (3.332, 0.692, -1.574)
H (2.402, -0.156, -0.338)
H (3.901, -1.736, -1.197)
H (2.355, -2.182, -1.917)
H (4.290, -0.369, -3.381)
H (4.536, -2.104, -3.397)
H (2.619, -2.553, -4.645)
H (3.271, -1.088, -5.362)
H (0.991, -0.646, -5.261)
H (0.750, -1.475, -3.737)
H (0.621, 1.130, -3.813)
H (2.396, 1.062, -3.736)

Computed properties:
HOMO level: -9.137 eV
HOMO-LUMO gap: 9.9622 eV
structure (SMILES): O=C([C@H](Cc1ccccc1)N1C(=O)[C@@H]2[C@H](C1=O)[C@H]1C=C[C@@H]2C1)N1CCCCCC1
net charge: 0
E_LUMO: 0.825 eV

=====

Most stable structure: run 2

=====

Run 1
Below is a molecular structure, CH7N6, with properties calculated with the ωB97M-V functional and the def2-TZVPD basis.

Geometry (Å):
C (0.283, -0.654, -2.151)
N (0.781, -1.692, -2.009)
N (0.006, 1.609, 1.214)
N (-0.457, 0.609, 0.429)
N (-0.121, 0.494, -2.111)
N (-0.324, -0.587, 0.726)
N (0.087, -0.933, 1.907)
H (0.571, -2.761, -2.152)
H (-0.465, 2.454, 0.827)
H (-0.154, 1.149, -2.852)
H (-0.484, 0.710, -0.806)
H (-0.021, -1.807, 2.258)
H (0.452, -0.097, 2.533)
H (-0.153, 1.504, 2.187)

Computed properties:
HOMO level: -13.983 eV
HOMO-LUMO gap: 10.8810 eV
net charge: +1
E_LUMO: -3.102 eV

=====

Run 2
Below is 2 unconnected molecules or ions with the total composition CH7N6, with properties calculated with the ωB97M-V functional and the def2-TZVPD basis.

Geometry (Å):
C (-0.322, 1.174, 0.088)
N (0.181, 2.226, 0.487)
N (0.240, -1.912, -0.934)
N (-0.694, -1.159, -0.910)
N (-0.950, 1.092, -1.150)
N (-0.413, -0.063, 0.760)
N (0.693, -0.653, 1.265)
H (0.730, 2.525, 1.263)
H (0.565, -2.574, -1.695)
H (-1.283, 1.868, -1.696)
H (-1.821, 0.588, -1.063)
H (0.728, -1.116, 2.202)
H (1.537, -0.065, 1.407)
H (0.809, -1.930, -0.023)

Computed properties:
HOMO level: -13.890 eV
HOMO-LUMO gap: 8.4604 eV
net charge: +1
E_LUMO: -5.430 eV

=====

Most stable structure: run 1

=====

Run 1
Below is 2 unconnected molecules or ions with the total composition C17H19N, with properties calculated with the ωB97M-V functional and the def2-TZVPD basis.

Geometry (Å):
C (0.552, 0.565, -3.997)
C (0.045, 0.664, -2.536)
C (0.845, -0.170, -1.581)
C (2.094, 0.078, -1.129)
N (2.554, -1.001, -0.384)
C (1.531, -1.924, -0.296)
C (1.499, -3.141, 0.390)
C (0.378, -3.914, 0.145)
C (-0.751, -3.442, -0.549)
C (-0.720, -2.198, -1.148)
C (0.459, -1.453, -1.061)
H (-0.168, 0.110, -4.671)
H (1.457, -0.041, -4.037)
H (0.790, 1.554, -4.390)
H (0.012, 1.709, -2.220)
H (-0.997, 0.346, -2.493)
H (2.729, 0.919, -1.358)
H (3.184, -0.865, 0.391)
H (2.290, -3.508, 1.031)
H (0.379, -4.929, 0.525)
H (-1.550, -4.161, -0.657)
H (-1.613, -1.875, -1.676)
C (0.847, 2.759, 2.820)
C (-0.391, 2.148, 2.215)
C (-0.360, 0.913, 1.576)
C (-1.516, 0.197, 1.329)
C (-2.749, 0.791, 1.606)
C (-2.789, 2.079, 2.099)
C (-1.627, 2.773, 2.401)
H (1.740, 2.257, 2.444)
H (0.828, 2.669, 3.905)
H (0.947, 3.822, 2.585)
H (0.614, 0.447, 1.425)
H (-1.510, -0.798, 0.909)
H (-3.656, 0.270, 1.333)
H (-3.741, 2.581, 2.227)
H (-1.638, 3.769, 2.827)

Computed properties:
HOMO level: -7.928 eV
HOMO-LUMO gap: 8.7122 eV
structure (SMILES): CCc1c[nH]c2ccccc12.Cc1ccccc1
net charge: 0
E_LUMO: 0.784 eV

=====

Run 2
Below is 2 unconnected molecules or ions with the total composition C17H19N, with properties calculated with the ωB97M-V functional and the def2-TZVPD basis.

Geometry (Å):
C (0.950, 1.879, -3.481)
C (0.625, 1.283, -2.090)
C (-0.582, 1.692, -1.352)
C (-1.920, 1.753, -1.586)
N (-2.611, 2.520, -0.549)
C (-1.674, 2.651, 0.480)
C (-1.820, 3.054, 1.809)
C (-0.872, 2.721, 2.732)
C (0.348, 2.240, 2.363)
C (0.489, 1.884, 1.030)
C (-0.490, 2.058, 0.036)
H (0.623, 1.250, -4.302)
H (2.063, 1.749, -3.577)
H (0.901, 2.983, -3.567)
H (0.590, 0.175, -2.118)
H (1.491, 1.609, -1.439)
H (-2.491, 1.345, -2.398)
H (-3.650, 2.381, -0.399)
H (-2.667, 3.675, 2.011)
H (-1.074, 2.760, 3.805)
H (1.209, 2.024, 2.961)
H (1.451, 1.493, 0.660)
C (-1.423, -2.984, 1.379)
C (-0.046, -2.903, 0.819)
C (0.830, -1.845, 0.973)
C (2.209, -1.969, 0.654)
C (2.572, -3.099, -0.062)
C (1.645, -4.073, -0.352)
C (0.340, -4.043, 0.038)
H (-2.237, -2.818, 0.632)
H (-1.691, -2.295, 2.204)
H (-1.675, -4.039, 1.687)
H (0.469, -1.015, 1.594)
H (2.972, -1.279, 1.018)
H (3.607, -3.187, -0.439)
H (1.973, -4.873, -0.994)
H (-0.436, -4.756, -0.177)

Computed properties:
HOMO level: -7.856 eV
HOMO-LUMO gap: 8.6661 eV
structure (SMILES): CCc1c[nH]c2ccccc12.Cc1ccccc1
net charge: 0
E_LUMO: 0.810 eV

=====

Most stable structure: run 1

=====

Run 1
Below is H3NO3Si in the gas phase, with properties calculated with the ωB97M-V functional and the def2-TZVPD basis.

Geometry (Å):
O (-2.218, 0.577, -1.165)
N (-1.286, -0.114, -0.936)
O (-1.105, -1.245, -1.249)
O (-0.303, 0.528, -0.221)
Si (1.012, 0.136, 0.737)
H (0.472, -0.582, 1.889)
H (1.866, -0.748, -0.052)
H (1.562, 1.447, 0.997)

Computed properties:
HOMO level: -11.461 eV
HOMO-LUMO gap: 11.9525 eV
structure (SMILES): O=[N+]([O-])O[SiH3]
net charge: 0
E_LUMO: 0.492 eV

=====

Run 2
Below is 2 unconnected molecules or ions with the total composition H3NO3Si, with properties calculated with the ωB97M-V functional and the def2-TZVPD basis.

Geometry (Å):
N (-2.332, 0.116, -0.013)
O (-3.060, 1.029, 0.265)
O (-2.722, -0.961, -0.456)
O (-0.119, 1.468, -0.392)
Si (-0.455, -0.104, -0.151)
H (0.655, 1.954, -0.173)
H (-0.576, -1.072, -1.230)
H (0.152, -1.288, 1.615)

Computed properties:
HOMO level: -10.335 eV
HOMO-LUMO gap: 9.6910 eV
net charge: 0
E_LUMO: -0.644 eV

=====

Most stable structure: run 1